2 unconnected molecules or ions with the total composition C5H12 at a distorted geometry. Source: OMol25; level of theory: ωB97M-V/def2-TZVPD.

Its spin multiplicity is 1. The HOMO-LUMO gap is 0.357 Eh. For the HOMO energy, the calculation gives -8.8 eV. As for the total charge: 0. Its relative energy (zero: lowest compared OMol25 entry of this formula, charge and spin) is 77.4 kcal per mole. The calculation puts the total energy at -5376.5846 eV.

XYZ file:
```
17
Properties=species:S:1:pos:R:3:forces:R:3
C -0.741046 -3.675171 -2.084902 -1.17 -1.82 1.44
C -0.774999 -3.798804 -0.500614 0.88 1.24 -1.82
H 0.171699 -3.298255 -2.505661 0.14 0.52 -0.24
H -1.678131 -3.121020 -2.302426 0.90 -0.18 -0.58
H -0.880131 -4.745703 -2.407722 0.23 1.18 -0.32
H 0.262385 -3.880076 -0.058247 -1.39 -1.15 -0.31
H -1.049604 -2.805207 -0.162248 -0.59 -0.02 0.43
H -1.609142 -4.525244 -0.435832 1.01 0.22 1.40
C 1.465053 2.755257 0.463346 0.35 -0.96 2.02
C 0.478721 3.723056 1.067188 -0.74 1.37 -0.80
C -0.309179 3.774488 2.178565 2.63 2.15 -2.33
H 2.301391 2.788938 1.237288 -0.61 -0.16 -1.23
H 1.063315 1.740073 0.562914 0.38 -0.18 -0.58
H 1.889198 3.024270 -0.538775 -0.82 -0.32 0.97
H 0.408238 4.490752 0.333308 0.47 1.99 0.37
H -0.442514 4.730830 2.745627 -0.92 -1.18 -1.02
H -0.555261 2.821824 2.408192 -0.74 -2.72 2.60
```
Forces are in eV/Å.